Entry 1:
The following is a quantum chemistry calculation of C9H6FeN2O5 as an isolated structure, from the Open Molecules 2025 dataset.

**E_LUMO (spin up / spin down)**: -12.289 / -16.068 eV
**Total charge**: +3
**ΔE to the lowest compared entry with this formula, charge and spin**: 56.6 kcal per mole
**Highest occupied orbital energy (spin up / spin down)**: -21.404 / -23.882 eV
**2S+1**: 6
**Kohn-Sham gap (spin up / spin down)**: 9.11 / 7.81 eV

XYZ file:
```
23
Properties=species:S:1:pos:R:3:lowdin_spin:R:1
O -0.94 -2.01 -1.90 0.093
C 0.50 1.53 2.65 0.182
N 0.67 1.45 1.32 0.135
H -0.49 -0.30 3.11 0.001
H 1.10 2.95 4.07 0.000
H 0.50 0.42 4.42 0.013
O 2.76 0.06 -1.54 0.054
C 1.66 3.35 2.04 0.311
N 1.08 2.66 3.10 0.066
C 1.40 2.60 0.93 0.353
C -0.53 1.29 -1.19 0.079
C -0.19 0.64 3.60 0.041
O -1.16 2.15 -1.65 0.029
H 2.21 4.28 2.14 0.008
C 1.75 0.06 -0.97 0.049
H 1.68 2.79 -0.11 0.010
C 0.85 -1.38 0.92 0.078
C -2.21 0.02 1.36 0.056
C -0.45 -1.23 -1.18 0.087
O -3.32 -0.23 1.47 0.007
O 1.20 -2.22 1.63 0.039
H -1.07 1.16 4.00 0.018
Fe 0.27 0.02 -0.09 3.291
```


Entry 2:
The following is a quantum chemistry calculation of BrO2P in the gas phase, from the Open Molecules 2025 dataset.

**E_LUMO (spin up / spin down)**: -2.433 / -2.433 eV
**Total charge**: 0
**ΔE to the lowest compared entry with this formula, charge and spin**: 0.0 kcal per mole
**Highest occupied orbital energy (spin up / spin down)**: -10.665 / -10.666 eV
**2S+1**: 1
**Kohn-Sham gap (spin up / spin down)**: 8.23 / 8.23 eV
**Structure (SMILES)**: O=POBr

XYZ file:
```
4
Properties=species:S:1:pos:R:3:nbo_charge:R:1
O -1.87 -0.83 0.01 -0.987
O 0.52 0.49 0.09 -0.992
Br 2.39 -0.05 -0.03 0.329
P -1.04 0.39 -0.06 1.650
```